# 1
The following is a quantum chemistry calculation of 2 unconnected molecules or ions with the total composition C22H20FN2O8 at a distorted geometry, from the Open Molecules 2025 dataset.

The calculation puts the HOMO energy at -5.41 eV. The LUMO energy comes out at 0.67 eV.

```
! RIJCOSX wB97M-V def2-TZVPD def2/J DEFGRID3
* xyz -1 1
O 0.253 0.980 5.589
C 1.157 1.670 4.867
O 1.525 3.078 5.200
C 1.873 0.992 3.518
C 2.715 -0.446 3.628
C 3.423 -1.126 2.279
C 3.249 -0.283 0.874
C 2.431 1.132 0.739
C 1.705 1.785 2.056
C 0.831 3.201 1.904
C -0.749 2.806 2.286
C -1.758 2.866 0.995
N -3.074 2.140 1.173
C -2.909 0.642 1.301
C -3.953 -0.251 0.403
C -5.422 0.285 -0.167
C -6.388 -0.741 -1.055
C -5.967 -2.299 -1.418
C -4.481 -2.831 -0.885
C -3.513 -1.801 0.002
O -2.184 -2.302 0.485
C 2.536 1.615 -0.825
O 2.059 2.734 -1.396
N 3.362 0.555 -1.578
C 3.762 -0.604 -0.651
O 4.399 -1.694 -1.148
H 2.799 -0.970 4.678
H 4.002 -2.157 2.301
H 1.207 4.029 2.662
H 0.906 3.621 0.801
H -0.726 1.688 2.698
H -1.073 3.491 3.195
H -1.212 2.418 0.062
H -2.029 4.013 0.833
H -3.616 2.518 2.001
H -3.132 0.380 2.444
H -1.776 0.377 1.110
H -5.782 1.396 0.055
H -7.432 -0.341 -1.463
H -6.645 -3.047 -2.033
H -4.141 -3.941 -1.160
H -2.226 -2.303 1.498
H 4.309 1.023 -1.656
C 3.432 -1.507 -4.436
C 3.036 -2.772 -3.755
O 2.455 -3.535 -4.788
C 3.082 -3.125 -5.926
O 3.052 -3.737 -6.981
O 3.755 -1.949 -5.739
F 2.092 -2.538 -2.816
H 2.614 -0.781 -4.492
H 4.293 -1.030 -3.960
H 3.871 -3.325 -3.313
*
```

=====

# 2
The following is a quantum chemistry calculation of a molecular structure, C31H33N6OS3Sn at a distorted geometry, from the Open Molecules 2025 dataset.

The calculation puts the HOMO energy at -15.07 eV. The LUMO energy comes out at -11.83 eV. Its energy relative to the best compared isomer or geometry (same formula, charge and spin) is 91.1 kcal per mole.

```
! RIJCOSX wB97M-V def2-TZVPD def2/J DEFGRID3
* xyz 3 1
Sn 0.396 -0.721 0.437
C 0.550 -4.215 1.639
C -0.809 -3.998 2.269
S -1.683 -2.514 1.652
C -2.229 -1.731 3.204
C -1.139 -1.379 4.201
S 0.146 -0.322 3.458
C 1.703 -1.132 3.960
C 1.898 -2.574 3.537
S 1.761 -2.847 1.737
H 1.036 -5.081 2.093
H 0.454 -4.415 0.571
H -1.437 -4.856 2.028
H -0.756 -3.918 3.352
H -2.747 -0.832 2.868
H -2.956 -2.399 3.666
H -1.594 -0.807 5.010
H -0.663 -2.255 4.636
H 2.474 -0.503 3.514
H 1.775 -1.064 5.046
H 2.908 -2.880 3.812
H 1.198 -3.251 4.020
C 3.957 2.247 -2.723
C 2.910 1.353 -2.132
N 2.456 1.564 -0.951
N 2.508 2.366 -0.026
C 2.291 2.059 1.321
O 1.785 0.965 1.615
C 2.642 3.092 2.256
C 3.214 4.293 1.787
C 3.589 5.271 2.678
C 3.394 5.072 4.043
C 2.806 3.895 4.515
C 2.427 2.911 3.633
C 2.479 0.135 -2.850
C 2.742 -0.009 -4.209
C 2.515 -1.235 -4.818
C 2.071 -2.289 -4.040
C 1.777 -2.042 -2.705
N 1.937 -0.861 -2.123
H 4.485 2.792 -1.944
H 4.672 1.670 -3.305
H 3.467 2.975 -3.379
H 3.339 4.426 0.719
H 4.019 6.196 2.322
H 3.701 5.839 4.741
H 2.655 3.761 5.576
H 1.970 1.996 3.981
H 3.126 0.821 -4.784
H 2.696 -1.363 -5.876
H 1.960 -3.281 -4.452
H 1.423 -2.842 -2.061
C -2.701 -3.318 -2.275
C -1.725 -2.758 -1.477
N -1.423 -1.454 -1.502
C -2.099 -0.669 -2.338
C -3.107 -1.131 -3.181
C -3.393 -2.495 -3.151
C -3.838 -0.263 -4.118
C -4.478 0.886 -3.869
C -4.625 1.589 -2.587
C -5.166 2.878 -2.571
C -5.234 3.513 -1.339
N -4.835 2.917 -0.227
C -4.367 1.685 -0.317
N -4.235 1.016 -1.448
H -2.916 -4.376 -2.217
H -1.146 -3.371 -0.794
H -1.797 0.370 -2.364
H -4.160 -2.900 -3.798
H -3.894 -0.648 -5.131
H -4.974 1.375 -4.698
H -5.506 3.360 -3.478
H -5.613 4.523 -1.240
H -4.065 1.194 0.602
*
```

=====

# 3
The following is a quantum chemistry calculation of a molecular structure, C25H65O10V2 at a distorted geometry, from the Open Molecules 2025 dataset.

The calculation puts the HOMO energy (alpha / beta) at -3.12 / -4.83 eV. The LUMO energy (alpha / beta) comes out at 1.88 / 1.80 eV.

```
! RIJCOSX wB97M-V def2-TZVPD def2/J DEFGRID3
* xyz -1 7
V -2.594 -1.289 -1.593
V -1.844 2.046 -2.345
C 0.952 -2.929 -3.853
C -0.436 -3.263 -3.345
C -0.398 -4.492 -2.396
O -1.175 -2.193 -2.916
H 0.936 -2.378 -4.793
H 1.518 -3.853 -4.023
H 1.543 -2.359 -3.129
H -1.023 -3.725 -4.175
H 0.135 -4.210 -1.469
H -0.018 -5.386 -2.887
H -1.427 -4.702 -2.091
C -5.149 1.197 -4.228
C -4.083 0.095 -4.072
C -3.480 -0.279 -5.416
O -3.121 0.401 -3.132
H -4.785 1.924 -4.962
H -5.358 1.675 -3.273
H -6.068 0.752 -4.619
H -4.686 -0.788 -3.750
H -4.302 -0.583 -6.080
H -2.807 -1.134 -5.374
H -2.972 0.585 -5.849
C 1.207 4.093 -3.285
C 1.113 2.630 -3.685
C 2.047 1.774 -2.794
O -0.140 2.083 -3.623
H 2.235 4.449 -3.147
H 0.697 4.273 -2.336
H 0.734 4.727 -4.040
H 1.556 2.481 -4.693
H 1.776 1.885 -1.740
H 3.086 2.086 -2.985
H 1.976 0.726 -3.084
C -2.732 3.669 1.512
C -2.615 4.054 0.039
C -1.164 4.460 -0.260
O -3.053 3.131 -0.875
H -2.452 4.515 2.147
H -2.141 2.795 1.801
H -3.760 3.388 1.766
H -3.266 4.954 -0.041
H -0.825 5.312 0.342
H -1.007 4.686 -1.314
H -0.560 3.588 0.026
C -1.015 0.252 1.286
C -0.320 0.241 -0.074
C 0.702 -0.865 -0.165
O -1.179 0.318 -1.147
H -1.820 0.982 1.309
H -0.331 0.400 2.124
H -1.495 -0.734 1.402
H 0.255 1.193 -0.084
H 0.173 -1.826 -0.124
H 1.387 -0.940 0.690
H 1.321 -0.841 -1.060
C 2.706 -2.844 2.530
C 3.015 -3.976 3.468
O 1.809 -4.771 3.642
H 1.770 -2.366 2.845
H 2.674 -3.193 1.502
H 3.348 -1.968 2.660
H 3.345 -3.646 4.458
H 3.773 -4.654 3.062
H 2.093 -5.502 4.198
C 5.027 0.827 0.837
C 5.129 1.839 -0.277
O 6.257 2.671 -0.060
H 4.834 1.317 1.794
H 5.944 0.246 0.961
H 4.204 0.123 0.700
H 4.206 2.432 -0.265
H 5.152 1.327 -1.244
H 6.248 3.401 -0.684
C -2.765 -0.394 5.102
C -1.303 -0.702 4.882
O -0.708 -1.131 6.098
H -3.216 0.172 4.283
H -2.853 0.261 5.972
H -3.343 -1.304 5.259
H -0.740 0.128 4.459
H -1.259 -1.488 4.120
H -0.566 -2.079 6.105
C 2.390 1.370 3.725
C 2.262 2.512 2.754
O 1.886 3.645 3.566
H 2.774 0.472 3.238
H 1.453 1.166 4.239
H 3.088 1.675 4.507
H 1.525 2.354 1.961
H 3.213 2.749 2.269
H 2.233 4.427 3.128
C -1.294 -3.718 1.958
C -2.216 -4.004 0.794
O -2.062 -3.072 -0.299
H -0.250 -3.973 1.781
H -1.611 -4.399 2.756
H -1.418 -2.689 2.283
H -3.264 -3.986 1.092
H -2.044 -5.009 0.391
H -1.195 -3.296 -0.666
*
```

=====

# 4
The following is a quantum chemistry calculation of a molecular structure, C12H10Cl3N3OReSbSe4Si, from the Open Molecules 2025 dataset.

The calculation puts the HOMO energy at -15.17 eV. The LUMO energy comes out at -8.79 eV.

```
! RIJCOSX wB97M-V def2-TZVPD def2/J DEFGRID3
* xyz 2 1
Re -0.536 -0.972 -0.546
O -0.465 2.995 -1.570
C -0.687 1.935 -1.058
N 0.034 0.760 -1.329
C 1.456 1.001 -1.513
C 2.120 0.543 -0.229
C 3.345 1.018 0.204
C 3.840 0.586 1.425
C 3.090 -0.312 2.172
C 1.888 -0.758 1.664
N 1.406 -0.344 0.485
C -1.678 1.722 0.038
C -2.461 2.744 0.533
C -3.285 2.478 1.617
C -3.285 1.200 2.155
C -2.483 0.222 1.591
N -1.682 0.485 0.550
H 1.643 2.058 -1.707
H 1.847 0.448 -2.375
H 3.888 1.732 -0.399
H 4.787 0.956 1.793
H 3.423 -0.663 3.138
H 1.283 -1.468 2.214
H -2.403 3.719 0.068
H -3.912 3.253 2.035
H -3.900 0.946 3.006
H -2.476 -0.787 1.974
Cl -2.952 0.012 -3.383
Si -2.403 -1.374 -2.041
Cl -3.944 -2.610 -1.708
Cl -1.023 -2.840 -3.542
Se 0.254 -6.009 -1.785
Sb 1.670 -4.285 -1.318
Se 0.722 -2.002 -2.501
Se -0.709 -2.840 0.661
Se 3.591 -3.551 -0.320
*
```

=====

# 5
The following is a quantum chemistry calculation of 2 unconnected molecules or ions with the total composition C23H40FINO, from the Open Molecules 2025 dataset.

The calculation puts the HOMO energy at -12.69 eV. The LUMO energy comes out at -4.44 eV.

```
! RIJCOSX wB97M-V def2-TZVPD def2/J DEFGRID3
* xyz 1 1
C 1.256 -2.320 1.900
C 0.230 -1.271 1.458
C -1.192 -1.612 1.892
C -1.395 -1.747 3.413
C -1.826 -0.460 4.124
C -0.787 0.668 4.088
C -0.956 1.610 2.885
C -1.800 2.871 3.160
C -2.862 3.118 2.095
C -2.275 3.668 0.780
C -2.040 2.553 -0.270
C -0.548 2.348 -0.497
C -0.172 1.217 -1.418
C -1.150 0.347 -1.885
N -0.863 -0.673 -2.722
I -2.351 -1.921 -3.386
C 0.388 -0.901 -3.143
C 1.408 -0.063 -2.710
C 1.155 0.998 -1.841
C 2.337 1.853 -1.449
F 3.463 1.270 -1.990
C 2.568 2.063 0.047
C 3.979 2.608 0.291
H 0.768 -3.283 2.042
H 1.732 -2.046 2.836
H 2.015 -2.469 1.140
H 0.253 -1.201 0.368
H 0.519 -0.295 1.842
H -1.460 -2.568 1.444
H -1.908 -0.882 1.514
H -0.511 -2.142 3.909
H -2.188 -2.479 3.561
H -2.767 -0.132 3.682
H -2.021 -0.691 5.168
H 0.227 0.278 4.095
H -0.919 1.266 4.986
H -1.413 1.086 2.049
H 0.039 1.907 2.549
H -1.149 3.742 3.194
H -2.270 2.819 4.139
H -3.563 3.853 2.491
H -3.444 2.219 1.898
H -2.889 4.465 0.379
H -1.307 4.096 1.033
H -2.471 1.625 0.098
H -2.534 2.832 -1.198
H -0.110 2.115 0.470
H -0.078 3.266 -0.843
H -2.186 0.457 -1.613
H 0.600 -1.708 -3.832
H 2.401 -0.269 -3.066
H 2.222 2.832 -1.923
H 1.881 2.833 0.379
H 2.361 1.165 0.626
H 4.712 1.813 0.226
H 4.042 3.148 1.228
H 4.219 3.316 -0.500
C 1.511 -5.057 -6.097
C 1.213 -4.128 -4.953
O 1.488 -2.945 -4.993
C 0.541 -4.703 -3.734
H 1.989 -4.503 -6.902
H 2.177 -5.854 -5.766
H 0.586 -5.501 -6.467
H 1.152 -5.483 -3.278
H -0.435 -5.116 -3.990
H 0.407 -3.899 -3.012
*
```

=====

# 6
The following is a quantum chemistry calculation of C4H7ClN2 in the gas phase at a distorted geometry, from the Open Molecules 2025 dataset.

The calculation puts the HOMO energy at -7.50 eV. The LUMO energy comes out at 0.70 eV. Its energy relative to the best compared isomer or geometry (same formula, charge and spin) is 99.8 kcal per mole.

```
! RIJCOSX wB97M-V def2-TZVPD def2/J DEFGRID3
* xyz 0 1
C -0.645 -0.859 -1.241
C -0.229 -0.807 0.211
C -0.977 0.071 -2.156
C 0.937 0.202 1.994
N 0.208 1.381 -0.043
N 0.273 0.369 0.641
Cl -1.235 -0.406 -3.866
H -0.648 -1.888 -1.652
H -0.146 -1.797 0.752
H -1.260 1.085 -2.008
H 1.221 1.152 2.517
H 0.315 -0.248 2.602
H 1.764 -0.499 1.791
H 0.422 2.245 0.459
*
```

=====

# 7
The following is a quantum chemistry calculation of a gas-phase ion, C4H9N2O (charge +1) at a distorted geometry, from the Open Molecules 2025 dataset.

The calculation puts the HOMO energy at -13.38 eV. The LUMO energy comes out at -4.68 eV. Its energy relative to the best compared isomer or geometry (same formula, charge and spin) is 118.0 kcal per mole.

```
! RIJCOSX wB97M-V def2-TZVPD def2/J DEFGRID3
* xyz 1 1
C -2.058 0.302 -0.130
C 0.309 0.978 0.503
C 0.830 -0.150 -0.337
C 2.082 -0.835 0.071
N -1.089 1.211 0.113
N -1.867 -1.006 -0.010
O -0.709 -1.476 0.353
H -3.144 0.592 -0.270
H 0.571 1.020 1.516
H 0.683 1.872 0.072
H 0.652 -0.322 -1.355
H 2.409 -0.313 0.973
H 2.672 -0.460 -0.779
H 2.219 -1.883 0.068
H -1.223 2.161 -0.211
H -2.338 -1.694 -0.577
*
```

=====

# 8
The following is a quantum chemistry calculation of a gas-phase ion, C5H7ClN3O2 (charge +1) at a distorted geometry, from the Open Molecules 2025 dataset.

The calculation puts the HOMO energy at -13.16 eV. The LUMO energy comes out at -4.61 eV. Its energy relative to the best compared isomer or geometry (same formula, charge and spin) is 146.4 kcal per mole.

```
! RIJCOSX wB97M-V def2-TZVPD def2/J DEFGRID3
* xyz 1 1
C -0.839 0.303 -0.068
C 0.512 2.492 0.084
C -0.627 1.769 -0.077
C 0.055 -0.704 -0.005
C 2.392 1.026 -0.296
N 1.829 2.262 -0.046
N -1.901 2.563 0.052
N -0.420 -2.109 0.068
O -2.929 1.923 0.212
O -1.863 3.787 -0.025
Cl 4.020 1.076 -0.146
H -1.932 0.226 0.186
H 0.175 3.574 0.277
H 1.205 -0.472 -0.104
H 2.390 3.005 0.160
H 0.232 -2.680 0.764
H -0.383 -2.644 -0.770
H -1.374 -2.075 0.251
*
```

=====

# 9
The following is a quantum chemistry calculation of C4H5NO in the gas phase at a distorted geometry, from the Open Molecules 2025 dataset.

Its SMILES is N#CCCC=O. The calculation puts the HOMO energy at -10.52 eV. The LUMO energy comes out at 0.61 eV. Its energy relative to the best compared isomer or geometry (same formula, charge and spin) is 14.4 kcal per mole.

```
! RIJCOSX wB97M-V def2-TZVPD def2/J DEFGRID3
* xyz 0 1
O -1.963 1.364 -0.157
C -1.689 0.227 -0.456
C -0.381 -0.455 -0.157
C 0.765 0.485 0.239
C 1.997 -0.261 0.527
N 2.964 -0.862 0.733
H -2.437 -0.451 -0.918
H -0.096 -1.104 -0.993
H -0.657 -1.137 0.659
H 0.503 1.093 1.110
H 0.982 1.188 -0.573
*
```

=====

# 10
The following is a quantum chemistry calculation of 8 unconnected molecules or ions with the total composition C5H27N2O8 at a distorted geometry, from the Open Molecules 2025 dataset.

The calculation puts the HOMO energy at -11.80 eV. The LUMO energy comes out at -2.36 eV. Its energy relative to the best compared isomer or geometry (same formula, charge and spin) is 51.5 kcal per mole.

```
! RIJCOSX wB97M-V def2-TZVPD def2/J DEFGRID3
* xyz 1 1
N 0.218 -1.439 -1.187
C -0.008 -0.052 -0.614
C 0.791 1.023 -1.279
C 2.315 1.012 -0.992
O 2.877 -0.053 -0.975
C -1.500 0.278 -0.786
N -1.969 1.073 0.353
C -3.165 0.459 1.015
H 1.166 -1.723 -0.893
H -0.421 -2.180 -0.877
H 0.156 -1.381 -2.201
H 0.122 -0.179 0.483
H 0.743 0.990 -2.371
H 0.309 1.949 -1.009
H 2.730 1.988 -0.883
H -1.780 0.809 -1.688
H -2.116 -0.643 -0.760
H -2.115 2.073 0.241
H -4.069 0.871 0.513
H -3.105 -0.630 1.023
H -3.177 0.926 2.005
H -0.196 -2.428 1.946
H -1.746 -2.483 1.926
O -0.986 -2.136 1.446
H -1.888 4.421 -0.561
H -0.439 4.403 -1.050
O -1.156 3.828 -0.762
H 1.449 -4.887 -0.043
H 1.007 -3.507 0.583
O 1.076 -4.023 -0.231
H 1.516 1.194 2.222
H 2.514 1.167 3.465
O 1.810 0.695 3.015
H 1.377 -2.389 3.683
H 1.904 -1.474 2.652
O 1.364 -2.285 2.720
H 1.198 -1.700 -4.984
H 0.655 -0.508 -4.498
O 0.478 -1.458 -4.379
H 0.008 2.406 1.085
H 1.089 3.421 1.544
O 0.967 2.572 1.107
*
```

=====

# 11
The following is a quantum chemistry calculation of 2 unconnected molecules or ions with the total composition C3H5N at a distorted geometry, from the Open Molecules 2025 dataset.

The calculation puts the HOMO energy at -9.64 eV. The LUMO energy comes out at 1.11 eV. Its energy relative to the best compared isomer or geometry (same formula, charge and spin) is 88.2 kcal per mole.

```
! RIJCOSX wB97M-V def2-TZVPD def2/J DEFGRID3
* xyz 0 1
C -1.510 -0.548 -0.090
C -0.242 -0.040 0.407
C 1.060 0.348 -0.243
N -1.482 0.713 0.090
H -2.015 -1.501 -0.424
H -0.055 -0.262 1.874
H 1.226 1.494 -0.292
H 1.070 0.088 -1.396
H 1.950 -0.292 0.074
*
```

=====

# 12
The following is a quantum chemistry calculation of C9H5NO2 in the gas phase at a distorted geometry, from the Open Molecules 2025 dataset.

Its SMILES is O=C1C=Cc2ncccc2C1=O. The calculation puts the HOMO energy at -9.67 eV. The LUMO energy comes out at -1.82 eV. Its energy relative to the best compared isomer or geometry (same formula, charge and spin) is 17.4 kcal per mole.

```
! RIJCOSX wB97M-V def2-TZVPD def2/J DEFGRID3
* xyz 0 1
C 1.492 -1.867 -0.748
C 2.323 -0.676 -0.635
C 1.798 0.533 -0.351
C 0.431 0.804 0.000
C -1.311 2.122 0.648
C -2.196 1.069 0.756
C -1.752 -0.193 0.492
C -0.433 -0.372 -0.034
C -0.025 -1.689 -0.505
H 3.375 -0.877 -0.737
H 2.446 1.452 -0.323
H -1.577 3.094 1.006
H -3.168 1.229 1.231
H -2.436 -1.092 0.555
N 0.028 1.987 0.354
O 1.913 -2.991 -1.011
O -0.908 -2.534 -0.698
*
```